No. 1
{"formula": "C27H52NO30S4", "method": "the ωB97M-V functional and the def2-TZVPD basis", "gap_ev": 9.325, "energy_ha": -4964.1730, "molar_mass_g_mol": 998.958, "largest_force_ha_per_bohr": 0.348, "de_lowest_kj_mol": 146.8, "total_charge": -1, "lumo_energy_ev": 1.74, "symbols": ["N", "O", "O", "O", "O", "S", "O", "O", "C", "C", "C", "H", "H", "H", "H", "H", "H", "H", "H", "O", "S", "O", "O", "C", "C", "C", "H", "H", "H", "H", "H", "H", "H", "H", "O", "S", "O", "O", "C", "C", "C", "H", "H", "H", "H", "H", "H", "H", "H", "O", "S", "O", "O", "C", "C", "C", "H", "H", "H", "H", "H", "H", "H", "H", "C", "C", "O", "C", "O", "O", "H", "H", "H", "H", "C", "C", "O", "C", "O", "O", "H", "H", "H", "H", "C", "C", "O", "C", "O", "O", "H", "H", "H", "H", "C", "C", "O", "C", "O", "O", "H", "H", "H", "H", "C", "C", "O", "C", "O", "O", "H", "H", "H", "H"], "xyz": [[0.831728, -0.534035, 0.496088], [1.839728, -0.818035, -0.057912], [0.247728, 0.546965, 0.333088], [0.470728, -1.313035, 1.461088], [4.202728, 0.804965, 4.208088], [4.486728, 2.027965, 3.425088], [5.165728, 2.021965, 2.186088], [3.013728, 2.862965, 3.261088], [2.112728, 2.233965, 2.339088], [0.801728, 3.107965, 2.294088], [5.375728, 3.235965, 4.444088], [2.008728, 1.211965, 2.592088], [2.707728, 2.049965, 1.297088], [0.389728, 3.189965, 3.380088], [0.062728, 2.695965, 1.599088], [0.974728, 4.132965, 2.072088], [4.784728, 3.694965, 5.123088], [5.944728, 4.102965, 3.778088], [6.089728, 2.607965, 4.883088], [-6.168272, 3.783965, -1.271912], [-5.471272, 3.100965, -0.249912], [-5.786272, 1.761965, 0.151088], [-3.836272, 2.863965, -0.652912], [-3.640272, 2.069965, -1.778912], [-2.162272, 2.130965, -2.226912], [-5.499272, 4.219965, 1.118088], [-4.375272, 2.528965, -2.563912], [-4.035272, 1.108965, -1.519912], [-1.422272, 1.965965, -1.578912], [-1.933272, 3.275965, -2.245912], [-2.055272, 1.682965, -3.221912], [-6.485272, 4.007965, 1.328088], [-5.365272, 5.245965, 0.768088], [-4.954272, 4.106965, 2.120088], [-5.597272, -4.091035, 1.973088], [-5.427272, -2.681035, 2.294088], [-4.813272, -2.299035, 3.520088], [-4.395272, -2.108035, 1.138088], [-3.018272, -2.455035, 1.216088], [-2.520272, -1.991035, -0.269912], [-6.873272, -1.681035, 1.990088], [-2.970272, -3.507035, 1.448088], [-2.581272, -1.849035, 1.849088], [-1.491272, -2.125035, -0.046912], [-2.743272, -1.002035, -0.478912], [-3.044272, -2.613035, -1.041912], [-7.016272, -1.557035, 0.760088], [-6.397272, -0.720035, 2.245088], [-7.728272, -2.167035, 2.667088], [-0.771272, -2.270035, -5.428912], [-0.383272, -1.057035, -4.764912], [0.725728, -0.398035, -5.460912], [-1.640272, -0.025035, -4.932912], [-2.577272, -0.336035, -5.937912], [-3.686272, 0.712965, -5.853912], [-0.063272, -1.441035, -3.131912], [-3.082272, -1.384035, -5.702912], [-2.190272, -0.566035, -6.742912], [-4.523272, 0.384965, -6.320912], [-3.029272, 1.822965, -6.077912], [-3.815272, 0.645965, -4.681912], [0.111728, -0.492035, -2.486912], [0.848728, -2.055035, -3.116912], [-0.942272, -2.048035, -2.893912], [1.959728, 2.898965, -1.484912], [1.366728, 2.451965, -2.932912], [1.290728, 3.677965, -3.549912], [1.698728, 4.642965, -2.784912], [1.534728, 5.874965, -3.056912], [2.189728, 4.256965, -1.633912], [2.982728, 2.603965, -1.355912], [1.375728, 2.495965, -0.819912], [0.426728, 1.966965, -2.828912], [2.028728, 1.814965, -3.565912], [3.594728, -2.507035, 2.502088], [3.134728, -2.445035, 3.881088], [3.930728, -3.444035, 4.481088], [4.525728, -4.256035, 3.599088], [5.295728, -5.099035, 3.840088], [4.247728, -3.764035, 2.469088], [4.258728, -1.603035, 2.202088], [2.685728, -2.501035, 1.574088], [2.155728, -2.801035, 3.939088], [3.172728, -1.349035, 4.250088], [-1.763272, 0.754965, 3.537088], [-2.701272, 1.027965, 2.276088], [-3.030272, 2.302965, 2.507088], [-2.185272, 2.875965, 3.428088], [-2.352272, 4.043965, 3.730088], [-1.489272, 1.965965, 4.080088], [-0.813272, 0.303965, 3.269088], [-2.273272, -0.040035, 4.144088], [-3.461272, 0.672965, 2.201088], [-2.102272, 0.926965, 1.543088], [2.019728, -5.423035, -0.360912], [1.513728, -4.086035, -0.748912], [0.482728, -4.477035, -1.695912], [0.151728, -5.655035, -1.628912], [-0.878272, -6.184035, -2.017912], [1.046728, -6.348035, -0.980912], [2.042728, -5.543035, 0.586088], [3.012728, -5.367035, -0.747912], [2.179728, -3.395035, -1.323912], [0.990728, -3.315035, -0.107912], [5.657728, -1.731035, -1.177912], [4.968728, -0.468035, -1.574912], [6.051728, 0.431965, -1.417912], [7.265728, -0.188035, -1.283912], [8.373728, 0.365965, -1.421912], [7.090728, -1.425035, -1.018912], [5.513728, -2.591035, -1.888912], [5.191728, -2.152035, -0.389912], [4.450728, -0.311035, -0.742912], [4.501728, -0.258035, -2.511912]], "forces_ev_per_a": [[-1.9, -0.1, 4.7], [3.2, -0.7, -3.2], [-0.6, 0.2, -0.7], [-0.7, 0.5, -1.0], [0.7, 2.2, -1.7], [-2.6, 1.0, 2.5], [0.3, -0.9, -1.1], [2.3, -1.0, 0.4], [0.8, 0.8, -3.1], [0.4, -1.3, 2.3], [1.9, 0.9, -4.4], [-1.0, -1.0, 0.9], [-1.6, 1.2, 1.9], [0.6, -0.6, -1.9], [0.2, -0.1, 0.3], [0.6, 0.8, -0.7], [-2.0, 1.2, 2.2], [-1.7, -2.6, 1.4], [1.2, -0.6, 0.9], [-0.5, 0.2, -1.0], [4.3, -1.7, 0.6], [-1.3, 0.1, 0.3], [-1.5, 2.6, 2.1], [-1.0, 0.6, -2.0], [-3.3, 4.0, -2.4], [2.5, 0.5, 1.1], [1.7, -1.1, 0.6], [0.2, -1.1, -0.2], [2.4, -2.3, 3.0], [-0.7, -1.5, -0.9], [0.2, 0.2, 0.4], [-2.6, 0.2, 0.8], [-0.1, -0.3, -0.2], [-0.1, -0.6, -2.0], [-0.5, 1.5, 0.7], [2.2, -1.7, -2.6], [-0.4, 0.1, 1.2], [-3.1, 0.3, 0.8], [-2.5, -1.1, -5.7], [-1.2, -3.6, 2.4], [-0.1, -0.4, -2.1], [0.7, -0.3, -0.2], [2.5, 2.7, 3.6], [1.4, -0.2, -1.2], [-0.4, 2.1, 0.1], [1.1, 0.2, 0.7], [-0.1, -0.9, 3.5], [-1.1, 0.0, 0.5], [1.8, 1.6, -1.8], [-0.5, -0.4, 0.8], [1.5, 0.8, -5.8], [-1.0, -0.1, 2.1], [1.5, -0.3, 1.9], [-6.2, -1.4, 7.6], [6.3, 2.8, 4.0], [-0.1, 1.7, 2.0], [0.8, 1.9, 0.1], [4.2, -1.1, -8.3], [-2.5, -0.1, -1.8], [-2.9, -3.1, 0.3], [-0.4, 0.8, -2.3], [-0.6, -1.7, -0.9], [-0.4, 0.2, -0.3], [0.3, 0.2, 0.7], [4.1, -1.0, -5.7], [2.7, -1.0, 1.5], [-0.9, 0.5, -1.9], [-1.5, 7.4, -0.8], [1.0, -4.6, 0.6], [-1.0, 1.0, 0.9], [0.3, -1.5, 0.3], [-3.4, -1.0, 4.4], [-0.9, -0.1, 0.0], [-0.4, 0.2, 0.8], [-1.5, 1.6, -5.2], [-0.3, 1.9, 0.7], [0.2, 0.2, 3.6], [-0.1, 2.6, 2.2], [1.0, -2.4, 0.7], [0.0, 0.4, -6.0], [-0.5, -1.9, 0.5], [2.5, 0.0, 3.1], [-1.9, -0.2, 0.3], [0.4, -2.1, 0.2], [-1.0, -4.9, -1.6], [13.4, 5.7, 6.9], [0.7, 4.9, 0.8], [-3.5, 2.9, 0.5], [1.3, -1.7, -0.5], [-0.1, 1.7, 0.9], [0.0, -0.2, -0.5], [0.4, 1.3, 0.5], [-15.3, -9.1, -1.3], [3.8, -0.7, -5.9], [-0.7, 0.8, -5.6], [-2.0, 3.3, -1.5], [0.5, 7.0, -1.3], [-3.9, -5.4, -0.3], [1.1, 0.9, -0.2], [3.5, -1.1, 2.2], [0.0, -1.3, 6.5], [0.8, -1.5, -0.6], [0.0, -1.0, 0.4], [0.6, -1.5, 0.4], [1.4, -2.2, -4.2], [3.3, 0.1, -0.6], [1.9, 1.8, -0.6], [2.6, 4.2, -1.2], [-3.6, -1.5, 0.6], [-1.9, -3.3, 0.4], [0.8, 0.9, -0.1], [-0.6, -0.9, 3.6], [-3.6, 1.3, 2.6], [-0.4, -0.6, -0.6]], "lowdin_charge": [-0.61, -0.02, -0.04, -0.09, -0.31, 0.67, -0.28, -0.27, -0.26, -0.03, -0.10, 0.08, 0.14, 0.11, 0.06, 0.06, 0.01, 0.15, 0.04, -0.26, 0.64, -0.29, -0.27, -0.31, -0.03, -0.11, 0.14, 0.09, 0.00, 0.13, 0.06, 0.03, 0.08, 0.11, -0.30, 0.59, -0.29, -0.31, -0.19, 0.00, -0.15, 0.12, 0.04, 0.03, 0.03, 0.10, 0.15, 0.05, 0.12, -0.29, 0.60, -0.30, -0.27, -0.32, -0.04, -0.13, 0.16, 0.02, 0.02, 0.18, 0.10, 0.10, 0.08, 0.07, -0.07, -0.07, 0.09, -0.56, 0.06, 0.10, 0.13, 0.04, 0.08, 0.14, -0.14, -0.15, 0.08, -0.68, 0.19, 0.08, 0.15, 0.18, 0.11, 0.15, -0.09, -0.10, 0.08, -0.54, 0.12, 0.08, 0.11, 0.15, 0.00, 0.06, -0.04, -0.07, 0.10, -0.72, 0.12, 0.12, 0.07, 0.13, 0.13, 0.12, -0.06, -0.10, 0.05, -0.57, 0.09, 0.12, 0.15, 0.08, 0.07, 0.14]}

=====

No. 2
{"formula": "C27H52OP2Tl", "method": "the ωB97M-V functional and the def2-TZVPD basis", "gap_ev": 6.991, "energy_ha": -1989.9715, "molar_mass_g_mol": 659.043, "largest_force_ha_per_bohr": 0.077, "total_charge": 1, "lumo_energy_ev": -3.06, "symbols": ["Tl", "C", "C", "C", "C", "C", "C", "H", "H", "H", "C", "H", "H", "H", "C", "H", "H", "H", "C", "H", "H", "H", "C", "H", "H", "H", "C", "C", "C", "C", "C", "C", "C", "C", "H", "H", "H", "H", "H", "H", "H", "H", "H", "H", "H", "H", "P", "C", "H", "H", "H", "C", "H", "H", "H", "C", "H", "H", "H", "P", "C", "H", "H", "H", "C", "H", "H", "H", "C", "H", "H", "H", "C", "C", "C", "O", "H", "H", "H", "H", "H", "H", "H"], "xyz": [[-0.061761, 0.147687, 0.250026], [1.494773, -0.820211, 1.920151], [2.261236, -0.784157, 0.635380], [1.758771, 1.473312, 1.260690], [1.272529, 0.571884, 2.338668], [2.410838, 0.646137, 0.215078], [1.381575, -2.031609, 2.797907], [1.259997, -2.988941, 2.249647], [0.550498, -1.991022, 3.527544], [2.309560, -2.144681, 3.403991], [0.836835, 1.015578, 3.664338], [0.510289, 0.201838, 4.332774], [0.020986, 1.763096, 3.651691], [1.680954, 1.510058, 4.183024], [1.840537, 2.954273, 1.346676], [2.833187, 3.265455, 1.743267], [1.088094, 3.389727, 2.029626], [1.718362, 3.488724, 0.380696], [3.471339, 1.238487, -0.636176], [4.400536, 1.287729, -0.029929], [3.275762, 2.288159, -0.931084], [3.767931, 0.716149, -1.566968], [3.212344, -1.843362, 0.374174], [3.969469, -1.815918, 1.186212], [3.794390, -1.734103, -0.548173], [2.802432, -2.871226, 0.416401], [-0.621990, -2.483464, -2.239858], [0.295112, -3.168607, -1.510014], [1.134718, -4.259671, -2.088159], [2.249812, -3.697088, -3.001934], [2.225837, -2.198944, -3.143011], [1.309281, -1.576390, -3.908041], [0.214132, -2.306302, -4.617850], [-0.911019, -2.787053, -3.672864], [0.505876, -4.962573, -2.656329], [2.120125, -4.148381, -3.999944], [1.569180, -4.869548, -1.269313], [-1.076871, -3.864871, -3.811425], [-1.189424, -1.616181, -1.884111], [0.544881, -2.968027, -0.460091], [-1.870491, -2.312491, -3.957169], [-0.180991, -1.693498, -5.446711], [1.473516, -0.537453, -4.234775], [0.630662, -3.186242, -5.132923], [3.246092, -4.066304, -2.704022], [3.127137, -1.639102, -2.833526], [-1.905690, -0.867640, 1.468473], [-2.086932, -0.426798, 3.227575], [-3.065837, -0.810506, 3.567162], [-2.073533, 0.650282, 3.446863], [-1.327329, -0.913793, 3.861594], [-3.559231, -0.436745, 0.859362], [-4.307487, -0.845386, 1.568718], [-3.778750, -0.877455, -0.127155], [-3.731934, 0.646897, 0.790230], [-2.092304, -2.655320, 1.690092], [-2.317338, -3.184471, 0.753211], [-2.952301, -2.831687, 2.368970], [-1.213753, -3.135033, 2.154540], [-0.492972, 1.666033, -1.547045], [0.878361, 2.507432, -2.398411], [0.495535, 2.849368, -3.379551], [1.795612, 1.940694, -2.572895], [1.204167, 3.422129, -1.853580], [-1.882547, 1.349321, -2.678453], [-1.583695, 0.787879, -3.574260], [-2.283290, 2.310675, -3.063500], [-2.738110, 0.828430, -2.204609], [-1.168317, 3.308051, -1.126051], [-1.191282, 3.927201, -2.045516], [-0.556449, 3.855365, -0.398576], [-2.196629, 3.265471, -0.758601], [-3.279389, 2.902348, 1.753575], [-1.760690, 3.021001, 1.944421], [-1.524131, 3.548574, 3.368842], [-1.072060, 1.917489, 1.599906], [-3.666336, 2.120906, 2.418383], [-3.565886, 2.705753, 0.720338], [-3.774629, 3.841977, 2.031006], [-1.430033, 3.907837, 1.332854], [-1.862956, 2.819819, 4.110760], [-0.483179, 3.823622, 3.536548], [-2.105718, 4.469408, 3.531221]], "forces_ev_per_a": [[0.2, -0.3, 0.5], [1.4, 2.4, -0.4], [-1.6, 2.7, 1.4], [0.9, -2.6, 0.1], [1.4, -1.2, -2.2], [-0.9, -0.6, 3.0], [0.1, -0.6, 0.4], [0.1, 0.6, 0.1], [0.4, 0.2, -0.4], [-0.5, 0.1, -0.3], [-0.5, 0.8, 1.4], [0.2, 0.2, -0.4], [0.6, -0.6, -0.3], [-0.2, -0.2, -0.2], [0.1, 1.1, 0.3], [-0.4, -0.2, -0.3], [0.3, -0.4, -0.3], [0.1, -0.5, 0.4], [1.1, 0.4, -0.7], [-0.3, 0.0, -0.2], [-0.1, -0.6, 0.3], [-0.5, -0.1, 0.5], [1.3, -1.6, -0.5], [-0.3, 0.0, -0.2], [-0.3, 0.0, 0.0], [0.0, 0.5, -0.2], [0.5, -0.8, 1.1], [-1.3, 0.5, -0.1], [-0.1, -0.9, 0.4], [0.5, -0.3, -0.3], [0.6, 0.7, -1.3], [1.3, 0.1, -0.5], [0.0, -0.1, -0.7], [-0.9, -0.2, -0.3], [0.2, 0.2, 0.1], [-0.1, 0.3, 0.2], [-0.2, 0.4, -0.4], [0.1, 0.2, 0.1], [0.3, -0.3, 0.5], [-0.5, 0.5, -0.4], [0.5, -0.2, 0.1], [0.0, -0.1, 0.5], [-0.1, -0.3, 0.6], [0.0, 0.2, 0.2], [-0.4, 0.4, 0.2], [-0.7, -0.2, 0.1], [-2.2, -0.5, 1.7], [0.1, 0.4, 1.0], [0.3, 0.0, -0.3], [0.2, -0.5, -0.5], [-0.2, 0.2, -0.4], [-0.8, 0.1, -0.5], [0.5, 0.1, -0.3], [0.2, 0.0, 0.3], [0.3, -0.4, 0.1], [0.0, -1.1, -0.1], [0.2, 0.2, 0.1], [0.4, 0.2, -0.3], [-0.3, 0.4, -0.3], [-1.1, 3.4, -1.6], [1.2, 0.0, -1.1], [0.1, -0.2, 0.4], [-0.3, -0.3, -0.1], [-0.5, -0.8, -0.1], [-0.5, -0.6, -1.4], [-0.1, -0.2, 0.3], [0.4, -0.5, 0.4], [0.7, 0.1, 0.0], [-0.5, 0.9, 1.0], [0.2, -0.6, 0.3], [-0.2, -0.4, -0.1], [0.2, -0.1, 0.1], [-0.1, 0.5, 0.3], [-0.5, 2.1, -0.3], [-0.3, 0.1, 0.1], [0.1, -1.3, -0.5], [-0.1, 0.0, -0.2], [0.0, -0.2, -0.1], [0.1, -0.2, 0.0], [-0.3, -0.3, 0.1], [0.2, 0.0, 0.2], [0.1, -0.2, 0.1], [0.1, -0.3, -0.1]], "lowdin_charge": [0.73, -0.31, -0.28, -0.28, -0.27, -0.29, -0.05, 0.08, 0.07, 0.11, -0.04, 0.08, 0.05, 0.11, -0.03, 0.11, 0.08, 0.07, -0.06, 0.11, 0.07, 0.08, -0.05, 0.12, 0.08, 0.09, -0.14, -0.13, -0.18, -0.17, -0.12, -0.13, -0.18, -0.18, 0.11, 0.11, 0.11, 0.11, 0.06, 0.08, 0.11, 0.11, 0.10, 0.11, 0.12, 0.10, 0.80, -0.21, 0.07, 0.04, 0.05, -0.23, 0.07, 0.06, 0.02, -0.24, 0.06, 0.07, 0.05, 0.82, -0.23, 0.08, 0.03, 0.07, -0.24, 0.05, 0.07, 0.06, -0.26, 0.08, 0.05, 0.05, -0.07, -0.65, -0.07, -0.38, 0.07, 0.05, 0.09, 0.11, 0.07, 0.07, 0.09]}